# C4H11N2

A cluster of 2 separate species, C4H11N2 in total (ωB97M-V/def2-TZVPD, the Open Molecules 2025 dataset).

E_tot, hartree: -268.223320
HOMO-LUMO gap, eV: 7.6
Lowest unoccupied orbital energy, eV: -4.7
Energy relative to the best compared isomer or geometry (same formula, charge and spin), kcal per mole: 51.19
Net charge: +1

Atoms and positions in Å:
C (1.083, -1.682, 0.182)
C (1.105, -1.330, 1.471)
N (1.577, -0.135, 1.973)
H (1.587, -1.073, -0.559)
H (0.651, -2.632, -0.086)
H (0.725, -2.017, 2.215)
H (2.347, 0.291, 1.475)
H (1.774, -0.154, 2.962)
C (-1.842, 1.261, -2.210)
C (-0.415, 1.031, -0.240)
N (-1.385, 0.632, -0.953)
H (-2.916, 1.379, -2.138)
H (-1.599, 0.600, -3.039)
H (-1.287, 2.180, -2.365)
H (0.136, 1.897, -0.591)
H (-0.220, 0.553, 0.711)
H (-1.812, -0.265, -0.736)

Löwdin atomic charge list, values in e, 8 entries:
1 C -0.04
2 C -0.31
3 N 0.04
4 H 0.06
5 H 0.05
6 H 0.12
7 H 0.10
8 H 0.10

# C2H3I2P

A cluster of 2 separate species, C2H3I2P in total at a distorted geometry (ωB97M-V/def2-TZVPD, the Open Molecules 2025 dataset).

E_tot, hartree: -1014.674418
SMILES: C#C.IPI
HOMO-LUMO gap, eV: 8.5
Lowest unoccupied orbital energy, eV: -0.6
Energy relative to the best compared isomer or geometry (same formula, charge and spin), kcal per mole: 43.00

Atoms and positions in Å:
C (-0.455, -0.154, 0.533)
C (-0.312, 0.123, -0.612)
P (-1.564, -4.437, 1.425)
I (-3.207, -3.158, 2.634)
I (0.285, -4.906, 2.853)
H (-0.833, -0.479, 1.502)
H (-0.877, -3.354, 0.634)
H (-0.333, 0.084, -1.734)

Partial charges, Löwdin, in e:
1 C -0.04
2 C -0.03
3 P -0.28
4 I 0.22
5 I 0.24
6 H 0.02
7 H -0.17
8 H 0.05

# C2H2F3OP

The molecule C2H2F3OP at a distorted geometry (ωB97M-V/def2-TZVPD, the Open Molecules 2025 dataset).

E_tot, hartree: -793.413110
SMILES: O=C(P)C(F)(F)F
HOMO-LUMO gap (alpha / beta), eV: 9.1 / 7.7
Lowest unoccupied orbital energy (alpha / beta), eV: -2.0 / -1.8
Energy relative to the best compared isomer or geometry (same formula, charge and spin), kcal per mole: 110.89

Atoms and positions in Å:
C (-0.386, -0.020, 0.420)
C (-0.432, 0.569, -0.946)
O (-1.588, 0.594, 1.495)
F (-1.324, -0.032, -1.706)
F (-0.777, 1.924, -0.982)
F (0.780, 0.408, -1.559)
P (1.040, -0.582, 1.176)
H (1.880, -1.135, 0.178)
H (0.807, -1.726, 1.924)

Löwdin atomic charge list, values in e, 8 entries:
1 C -0.35
2 C -0.65
3 O -0.12
4 F 0.16
5 F 0.10
6 F 0.08
7 P 0.92
8 H -0.06

# C48H123N9O15

A cluster of 9 separate species, C48H123N9O15 in total at a distorted geometry (ωB97M-V/def2-TZVPD, the Open Molecules 2025 dataset).

E_tot, hartree: -3523.534829
SMILES: COC[C@H](C)N.COC[C@H](C)N.COC[C@H](C)N.COCCNCCOC.COCCNCCOC.COCCNCCOC.COCCNCCOC.COCCNCCOC.COCCNCCOC
HOMO-LUMO gap, eV: 8.6
Lowest unoccupied orbital energy, eV: 0.5
Energy relative to the best compared isomer or geometry (same formula, charge and spin), kcal per mole: 106.85

Atoms and positions in Å:
C (3.402, 1.126, -2.797)
C (2.485, 1.984, -3.620)
C (2.051, 1.310, -4.934)
O (3.238, 1.229, -5.738)
C (3.102, 0.315, -6.827)
N (1.388, 2.344, -2.754)
H (4.079, 0.608, -3.477)
H (2.980, 0.326, -2.189)
H (3.991, 1.689, -2.073)
H (3.084, 2.866, -3.848)
H (1.295, 1.882, -5.471)
H (1.490, 0.437, -4.602)
H (2.328, -0.435, -6.663)
H (4.029, -0.177, -7.123)
H (2.855, 0.947, -7.680)
H (0.916, 3.169, -3.095)
H (1.783, 2.687, -1.890)
C (4.534, 0.243, 0.259)
C (4.738, -0.271, 1.693)
C (5.338, 0.772, 2.644)
O (6.725, 1.046, 2.425)
C (7.294, 1.788, 3.426)
N (3.413, -0.844, 2.071)
H (3.951, 1.151, 0.414)
H (4.283, -0.544, -0.452)
H (5.459, 0.682, -0.115)
H (5.410, -1.115, 1.539)
H (5.114, 0.439, 3.658)
H (4.779, 1.698, 2.511)
H (6.889, 2.800, 3.409)
H (8.376, 1.789, 3.294)
H (7.079, 1.281, 4.366)
H (2.781, -1.083, 1.320)
H (3.713, -1.675, 2.561)
C (-6.614, -0.510, -0.427)
C (-5.100, -0.951, -0.516)
C (-5.005, -2.072, -1.506)
O (-5.614, -3.331, -1.113)
C (-5.411, -4.409, -1.913)
N (-4.176, 0.178, -0.880)
H (-6.885, 0.390, 0.126)
H (-7.126, -1.328, 0.080)
H (-7.108, -0.413, -1.393)
H (-4.844, -1.244, 0.503)
H (-3.956, -2.285, -1.713)
H (-5.532, -1.772, -2.412)
H (-4.561, -5.040, -1.652)
H (-5.344, -4.056, -2.942)
H (-6.311, -5.023, -1.872)
H (-3.245, -0.192, -1.007)
H (-4.394, 0.480, -1.819)
C (-0.982, -4.384, -3.354)
O (-0.480, -3.174, -2.779)
C (-1.189, -1.977, -3.238)
C (-0.876, -0.791, -2.363)
N (-1.113, -1.021, -0.929)
C (-0.729, 0.203, -0.163)
C (0.582, -0.120, 0.604)
O (0.496, -1.346, 1.409)
C (-0.746, -1.594, 2.104)
H (-0.893, -4.557, -4.427)
H (-2.054, -4.499, -3.193)
H (-0.472, -5.257, -2.948)
H (-2.272, -2.003, -3.113)
H (-0.966, -1.749, -4.280)
H (-1.484, 0.070, -2.640)
H (0.170, -0.543, -2.542)
H (-0.503, -1.789, -0.689)
H (-1.570, 0.458, 0.482)
H (-0.662, 1.143, -0.711)
H (0.848, 0.621, 1.359)
H (1.376, -0.209, -0.137)
H (-0.739, -2.518, 2.682)
H (-1.574, -1.754, 1.413)
H (-1.016, -0.731, 2.713)
C (-8.179, 3.146, -6.680)
O (-7.012, 2.353, -6.548)
C (-5.785, 3.102, -6.438)
C (-4.437, 2.362, -6.489)
N (-4.040, 1.874, -5.225)
C (-4.970, 0.920, -4.649)
C (-4.865, -0.457, -5.333)
O (-3.645, -1.095, -5.067)
C (-3.331, -2.147, -6.051)
H (-8.961, 2.390, -6.602)
H (-8.340, 3.694, -7.607)
H (-8.363, 3.740, -5.784)
H (-5.747, 3.673, -5.510)
H (-5.796, 3.872, -7.210)
H (-3.575, 3.000, -6.681)
H (-4.449, 1.554, -7.220)
H (-3.206, 1.316, -5.347)
H (-5.995, 1.286, -4.706)
H (-4.778, 0.872, -3.577)
H (-5.013, -0.296, -6.401)
H (-5.770, -1.009, -5.076)
H (-2.413, -2.674, -5.790)
H (-3.087, -1.660, -6.996)
H (-4.140, -2.862, -6.202)
C (3.550, 4.308, -0.665)
O (2.842, 3.258, -0.027)
C (1.585, 3.780, 0.489)
C (1.665, 4.515, 1.818)
N (2.592, 3.908, 2.754)
C (2.022, 2.788, 3.486)
C (0.714, 3.200, 4.289)
O (-0.457, 2.925, 3.415)
C (-1.634, 2.965, 4.141)
H (3.873, 5.123, -0.018)
H (2.932, 4.702, -1.473)
H (4.422, 3.762, -1.025)
H (0.999, 2.884, 0.693)
H (1.046, 4.328, -0.284)
H (0.709, 4.752, 2.284)
H (2.124, 5.457, 1.517)
H (3.224, 3.576, 2.039)
H (2.799, 2.482, 4.186)
H (1.908, 1.886, 2.884)
H (0.779, 4.227, 4.648)
H (0.611, 2.441, 5.064)
H (-1.823, 2.005, 4.621)
H (-2.438, 3.285, 3.478)
H (-1.562, 3.778, 4.864)
C (3.899, -3.594, 8.648)
O (3.165, -3.070, 7.552)
C (3.743, -1.964, 6.879)
C (2.749, -1.571, 5.731)
N (1.522, -1.039, 6.300)
C (0.370, -1.166, 5.435)
C (-0.900, -0.601, 6.109)
O (-1.922, -0.669, 5.137)
C (-3.247, -0.583, 5.556)
H (4.141, -2.888, 9.443)
H (4.785, -4.158, 8.357)
H (3.267, -4.286, 9.204)
H (4.678, -2.273, 6.414)
H (3.931, -1.173, 7.605)
H (2.631, -2.508, 5.187)
H (3.126, -0.862, 4.994)
H (1.254, -1.562, 7.121)
H (0.138, -2.175, 5.093)
H (0.523, -0.630, 4.498)
H (-0.766, 0.406, 6.504)
H (-1.137, -1.409, 6.801)
H (-3.902, -0.739, 4.699)
H (-3.522, 0.446, 5.787)
H (-3.634, -1.187, 6.378)
C (-1.910, 4.150, 0.365)
O (-1.423, 4.532, -0.920)
C (-1.783, 3.677, -1.996)
C (-1.443, 4.430, -3.287)
N (-0.111, 4.959, -3.327)
C (0.283, 5.429, -4.645)
C (1.739, 5.691, -4.663)
O (2.020, 6.677, -3.674)
C (3.390, 7.018, -3.546)
H (-1.986, 5.000, 1.044)
H (-1.240, 3.389, 0.763)
H (-2.859, 3.616, 0.411)
H (-2.805, 3.299, -1.971)
H (-1.113, 2.822, -1.906)
H (-2.078, 5.316, -3.301)
H (-1.597, 3.796, -4.160)
H (0.026, 5.804, -2.791)
H (-0.320, 6.293, -4.927)
H (0.087, 4.689, -5.420)
H (2.000, 6.243, -5.566)
H (2.297, 4.770, -4.498)
H (3.854, 7.551, -4.376)
H (4.045, 6.190, -3.275)
H (3.330, 7.588, -2.619)
C (-0.021, -5.413, 0.675)
O (0.889, -5.913, 1.690)
C (2.047, -5.089, 1.879)
C (2.895, -5.572, 3.070)
N (2.160, -5.499, 4.375)
C (2.803, -6.199, 5.485)
C (2.423, -7.695, 5.321)
O (1.097, -7.847, 5.699)
C (0.561, -9.217, 5.714)
H (-0.119, -4.336, 0.815)
H (-0.996, -5.897, 0.732)
H (0.403, -5.607, -0.311)
H (1.770, -4.051, 2.058)
H (2.752, -5.117, 1.048)
H (3.880, -5.123, 3.196)
H (3.103, -6.617, 2.840)
H (1.247, -5.900, 4.215)
H (2.421, -5.877, 6.454)
H (3.869, -6.002, 5.368)
H (3.000, -8.349, 5.975)
H (2.506, -8.096, 4.311)
H (1.234, -9.984, 6.096)
H (0.191, -9.543, 4.742)
H (-0.292, -9.383, 6.373)

Löwdin atomic charge list, values in e, 8 entries:
1 C -0.06
2 C -0.44
3 C -0.18
4 O -0.18
5 C -0.10
6 N 0.09
7 H 0.08
8 H 0.06

# C3H5IS

The molecule C3H5IS at a distorted geometry (ωB97M-V/def2-TZVPD, the Open Molecules 2025 dataset).

E_tot, hartree: -813.131577
SMILES: C[C@@H](I)C=S
HOMO-LUMO gap, eV: 8.2
Lowest unoccupied orbital energy, eV: -0.8
Energy relative to the best compared isomer or geometry (same formula, charge and spin), kcal per mole: 13.62

Atoms and positions in Å:
C (-1.134, 0.168, 0.673)
C (0.668, 0.179, -1.006)
C (0.088, -0.360, 0.322)
S (-2.617, -0.328, 0.500)
I (1.667, -0.009, 1.822)
H (-1.119, 0.991, 1.480)
H (1.189, 1.176, -0.846)
H (-0.183, 0.169, -1.775)
H (1.415, -0.503, -1.384)
H (0.027, -1.484, 0.215)

Löwdin atomic charge list, values in e, 8 entries:
1 C -0.87
2 C -0.18
3 C -0.86
4 S 0.74
5 I 0.78
6 H 0.06
7 H 0.08
8 H 0.10